Record 1
# C44H53IrN5SSeTe2

A molecular structure, C44H53IrN5SSeTe2 (ωB97M-V with the def2-TZVPD basis set, OMol25).

Cartesian coordinates (Å):
Ir: 2.31 0.59 0.09
Te: 3.55 -0.31 2.05
C: 2.54 0.11 3.87
C: 2.51 -0.74 4.95
C: 1.86 -0.21 6.06
C: 1.52 1.10 5.89
S: 1.76 1.58 4.26
H: 2.96 -1.74 4.93
H: 1.52 -0.84 6.87
H: 0.90 1.80 6.48
C: 2.42 1.62 -2.91
N: 3.19 0.53 -3.51
C: 2.94 -0.14 -4.68
C: 3.89 -1.12 -4.79
N: 4.68 -1.05 -3.71
C: 5.69 -1.96 -3.16
C: 4.22 -0.07 -2.91
Se: 4.74 0.38 -1.12
H: 1.97 2.23 -3.70
H: 3.06 2.16 -2.24
H: 1.57 1.15 -2.39
H: 2.17 0.04 -5.42
H: 3.99 -1.86 -5.57
H: 6.69 -1.77 -3.53
H: 5.38 -3.01 -3.29
H: 5.80 -1.80 -2.06
C: -0.51 5.10 -0.79
C: 0.64 4.32 -0.24
C: 1.62 4.67 0.71
C: 2.29 3.52 0.99
N: 1.76 2.52 0.27
N: 0.69 3.03 -0.47
C: 3.61 3.30 1.69
H: -0.20 6.05 -1.26
H: -1.06 5.51 0.03
H: -1.14 4.56 -1.47
H: 1.92 5.68 0.93
H: -1.23 1.68 -0.21
H: 3.83 3.99 2.46
H: 4.52 3.40 1.03
H: 3.67 2.27 1.98
C: -4.79 -1.41 -3.35
C: -3.69 -0.46 -3.05
C: -2.94 0.13 -4.08
C: -1.81 0.88 -3.76
C: -1.08 1.61 -4.91
C: -1.51 1.14 -2.46
C: -2.23 0.54 -1.49
C: -3.31 -0.24 -1.75
N: -1.68 0.60 -0.13
C: -2.45 0.80 1.16
C: -1.39 1.64 1.97
C: -1.98 1.83 3.32
C: -3.28 2.74 3.11
C: -4.34 1.97 2.33
C: -4.66 0.66 3.08
C: -3.41 -0.17 3.22
C: -2.34 0.53 4.00
C: -2.78 -0.54 1.90
C: -3.74 1.64 0.96
H: -4.43 -2.46 -3.28
H: -5.17 -1.36 -4.37
H: -5.62 -1.35 -2.65
H: -3.29 0.02 -5.04
H: -1.16 1.03 -5.83
H: -0.01 1.68 -4.69
H: -1.34 2.65 -5.08
H: -0.69 1.76 -2.14
H: -3.83 -0.79 -1.04
H: -1.15 2.56 1.41
H: -0.46 1.11 1.99
H: -1.30 2.36 4.02
H: -2.88 3.67 2.69
H: -3.73 3.10 4.00
H: -5.25 2.63 2.17
H: -5.31 0.16 2.33
H: -5.14 0.85 4.05
H: -3.73 -1.13 3.65
H: -1.53 -0.10 4.16
H: -2.68 0.85 4.96
H: -3.38 -1.19 1.27
H: -1.81 -1.07 2.04
H: -3.34 2.51 0.42
H: -4.33 1.09 0.27
Te: 0.87 -1.47 -1.09
C: -0.53 -2.63 -0.04
C: -1.84 -2.74 -0.54
C: -2.69 -3.60 0.14
C: -2.31 -4.37 1.21
C: -1.04 -4.14 1.72
C: -0.17 -3.30 1.09
C: 2.39 -2.96 -0.87
C: 2.01 -4.22 -1.35
C: 2.80 -5.34 -1.21
C: 3.99 -5.31 -0.56
C: 4.44 -4.11 -0.09
C: 3.69 -2.92 -0.24
H: -2.11 -2.33 -1.51
H: -3.57 -3.85 -0.39
H: -3.03 -5.11 1.54
H: -0.69 -4.55 2.67
H: 0.82 -3.19 1.53
H: 1.14 -4.24 -2.01
H: 2.47 -6.22 -1.71
H: 4.57 -6.19 -0.38
H: 5.31 -3.96 0.50
H: 4.17 -2.05 0.09

Properties
2S+1: 5
Orbital gap (spin up / spin down) (eV): 7.72 / 5.30
HOMO energy (spin up / spin down) (eV): -9.85 / -9.99
ΔE to the lowest compared entry with this formula, charge and spin (kJ/mol): 344.9
Molar mass (u): 1210.39
Lowest unoccupied orbital energy (spin up / spin down) (eV): -2.14 / -4.69
Net charge: +1
Electronic energy (eV): -147535.660

Results of the Löwdin charge analysis, in e, for atoms 1 through 99: Ir 0.46; Te 1.05; C -0.93; C -0.26; C -0.19; C -0.38; S 0.96; H 0.10; H 0.11; H 0.08; C -0.07; N -0.11; C -0.02; C -0.03; N -0.09; C -0.01; C -0.60; Se 0.67; H 0.10; H 0.04; H 0.01; H 0.14; H 0.14; H 0.09; H 0.11; H 0.04; C -0.02; C -0.36; C 0.00; C -0.37; N -0.22; N 0.02; C -0.07; H 0.09; H 0.07; H 0.07; H 0.12; H 0.14; H 0.07; H 0.10; H -0.07; C -0.05; C -0.25; C 0.00; C -0.23; C -0.02; C -0.05; C -0.29; C -0.04; N 0.07; C -0.38; C -0.12; C -0.27; C -0.10; C -0.28; C -0.10; C -0.31; C -0.12; C -0.07; C -0.07; H 0.09; H 0.08; H 0.09; H 0.09; H 0.07; H 0.04; H 0.08; H 0.08; H 0.10; H 0.11; H 0.09; H 0.13; H 0.12; H 0.10; H 0.16; H 0.13; H 0.13; H 0.14; H 0.10; H 0.12; H 0.10; H 0.13; H 0.13; H 0.10; Te 1.41; C -0.51; C -0.13; C -0.10; C -0.05; C -0.07; C -0.16; C -0.47; C -0.16; C -0.08; C -0.08; C -0.08; C -0.19; H 0.10; H 0.10

---

Record 2
# C3H7NO2

A single C3H7NO2 molecule (ωB97M-V with the def2-TZVPD basis set, OMol25).

Cartesian coordinates (Å):
N: -1.39 -1.03 -0.97
C: -0.62 0.15 -1.21
O: -0.25 0.45 -2.31
C: -0.20 0.95 0.02
C: 1.01 0.29 0.68
O: 0.62 -0.98 1.16
H: -0.77 -1.68 -0.48
H: -2.10 -0.81 -0.27
H: -1.01 1.01 0.76
H: 0.08 1.96 -0.30
H: 1.82 0.20 -0.07
H: 1.38 0.93 1.50
H: 1.41 -1.44 1.50

Properties
Orbital gap (eV): 10.39
HOMO energy (eV): -9.80
ΔE to the lowest compared entry with this formula, charge and spin (kJ/mol): 124.3
Molar mass (u): 89.09
Lowest unoccupied orbital energy (eV): 0.59
Electronic energy (eV): -8809.241
SMILES: NC(=O)CCO

In the Löwdin picture, each atom carries the following charge in e: N 0.10; C -0.50; O 0.10; C -0.11; C -0.25; O -0.08; H 0.08; H 0.08; H 0.12; H 0.12; H 0.13; H 0.12; H 0.10

---

Record 3
# C19H20BrF3N4O4PtS2Si

A molecular structure, C19H20BrF3N4O4PtS2Si (ωB97M-V with the def2-TZVPD basis set, OMol25).

Cartesian coordinates (Å):
Pt: 0.18 0.04 0.17
Br: -7.00 0.01 -3.30
C: -5.47 0.00 -2.16
C: -5.48 0.79 -1.03
N: -4.44 0.83 -0.20
C: -3.37 0.08 -0.50
C: -3.30 -0.77 -1.60
C: -4.39 -0.80 -2.46
C: -2.11 -1.67 -1.91
O: -2.38 -2.66 -2.62
O: -0.99 -1.34 -1.45
H: -6.33 1.41 -0.79
H: -2.52 0.15 0.17
H: -4.36 -1.46 -3.31
F: -1.16 2.48 1.21
C: -0.28 2.08 0.24
F: -0.85 2.50 -0.94
F: 0.78 2.93 0.41
C: 0.68 -2.38 2.81
Si: -0.20 -0.83 2.26
C: -2.01 -1.26 2.53
C: 0.13 0.47 3.57
H: 0.58 -2.45 3.90
H: 1.74 -2.42 2.53
H: 0.20 -3.26 2.36
H: -2.12 -1.64 3.56
H: -2.35 -2.03 1.83
H: -2.66 -0.38 2.41
H: -0.06 0.07 4.57
H: -0.52 1.33 3.39
H: 1.17 0.83 3.53
N: 5.48 2.30 5.90
C: 5.32 1.34 4.88
C: 4.14 0.60 4.80
C: 3.98 -0.36 3.82
C: 5.01 -0.60 2.91
C: 6.18 0.13 2.99
C: 6.34 1.09 3.97
S: 4.77 -1.83 1.66
O: 5.98 -1.82 0.86
O: 4.43 -3.05 2.35
N: 3.49 -1.34 0.91
C: 3.54 -0.33 0.02
S: 5.02 0.42 -0.60
C: 4.08 1.53 -1.52
C: 2.78 1.28 -1.33
N: 2.46 0.26 -0.47
H: 4.61 2.69 6.24
H: 6.13 3.03 5.67
H: 3.33 0.80 5.49
H: 3.06 -0.91 3.74
H: 6.96 -0.06 2.26
H: 7.25 1.68 4.03
H: 4.54 2.27 -2.16
H: 1.97 1.82 -1.81

Properties
Orbital gap (eV): 5.34
HOMO energy (eV): -1.51
ΔE to the lowest compared entry with this formula, charge and spin (kJ/mol): 237.4
Molar mass (u): 792.59
Lowest unoccupied orbital energy (eV): 3.84
Net charge: -2
Electronic energy (eV): -145170.413

In the Löwdin picture, each atom carries the following charge in e: Pt 0.83; Br 0.65; C -0.67; C -0.23; N 0.08; C -0.08; C -0.10; C -0.07; C -0.67; O -0.03; O -0.13; H 0.09; H 0.05; H 0.11; F -0.02; C -0.67; F 0.01; F 0.00; C -0.21; Si 0.32; C -0.24; C -0.24; H 0.03; H -0.01; H 0.03; H 0.02; H 0.02; H 0.02; H 0.02; H 0.01; H 0.01; N 0.07; C -0.33; C -0.04; C -0.05; C -0.28; C -0.07; C -0.05; S 0.51; O -0.39; O -0.33; N -0.14; C -0.67; S 1.00; C -0.45; C -0.28; N -0.08; H 0.07; H 0.07; H 0.11; H 0.10; H 0.10; H 0.10; H 0.04; H 0.10

---

The lowest ΔE to the lowest compared entry with this formula, charge and spin belongs to which entry?
C3H7NO2

---

Repeat the second record exactly.
# C3H7NO2

A single C3H7NO2 molecule (ωB97M-V with the def2-TZVPD basis set, OMol25).

Cartesian coordinates (Å):
N: -1.39 -1.03 -0.97
C: -0.62 0.15 -1.21
O: -0.25 0.45 -2.31
C: -0.20 0.95 0.02
C: 1.01 0.29 0.68
O: 0.62 -0.98 1.16
H: -0.77 -1.68 -0.48
H: -2.10 -0.81 -0.27
H: -1.01 1.01 0.76
H: 0.08 1.96 -0.30
H: 1.82 0.20 -0.07
H: 1.38 0.93 1.50
H: 1.41 -1.44 1.50

Properties
Orbital gap (eV): 10.39
HOMO energy (eV): -9.80
ΔE to the lowest compared entry with this formula, charge and spin (kJ/mol): 124.3
Molar mass (u): 89.09
Lowest unoccupied orbital energy (eV): 0.59
Electronic energy (eV): -8809.241
SMILES: NC(=O)CCO

In the Löwdin picture, each atom carries the following charge in e: N 0.10; C -0.50; O 0.10; C -0.11; C -0.25; O -0.08; H 0.08; H 0.08; H 0.12; H 0.12; H 0.13; H 0.12; H 0.10

---

What is the molar mass in the first record?
1210.39 u